ORCA calculation (ωB97M-V/def2-TZVPD) on a structure of composition C21H40Cl3HgN2O4Si at a distorted geometry.

Geometry (Å):
C 1.12 -1.31 -2.83
C 0.82 0.09 -2.61
H 1.44 -1.51 -3.84
H 0.28 -1.92 -2.51
H 1.98 -1.51 -2.27
C 0.53 0.92 -3.63
C 0.16 0.43 -4.96
H 0.45 1.98 -3.49
H -0.38 -0.53 -4.94
H 1.00 0.27 -5.63
H -0.51 1.12 -5.48
Hg 2.29 -3.42 -0.09
Cl 2.33 -1.38 2.01
Cl -0.72 -3.10 -0.51
C -0.02 2.57 2.63
O -1.12 2.08 2.82
N 0.14 3.91 2.51
C -0.94 4.86 2.78
C 1.46 4.45 2.37
H 0.94 1.98 2.58
H -1.86 4.29 2.79
H -0.94 5.62 1.97
H -0.74 5.34 3.75
H 2.14 3.78 1.83
H 1.94 4.67 3.34
H 1.46 5.40 1.82
H -2.53 -1.29 -1.93
H -1.84 1.63 -2.10
C -3.42 -0.71 -1.65
C -2.82 1.68 -1.62
N -3.11 0.47 -0.88
H -4.07 -1.35 -1.05
C -2.67 0.33 0.40
O -2.69 -0.77 1.02
H -2.86 2.54 -0.94
H -2.30 1.25 0.88
H -3.95 -0.38 -2.55
H -3.59 1.80 -2.39
O -0.43 0.19 -0.59
C 0.71 0.59 -1.17
C -0.09 2.90 -0.51
C 0.99 2.11 -0.91
H -0.92 2.40 -0.07
C -0.10 4.25 -0.75
H 1.48 0.04 -0.58
C 2.18 2.75 -1.21
H -1.03 4.80 -0.66
C 1.05 4.88 -1.20
C 2.22 4.15 -1.30
H 3.09 2.15 -1.33
H 1.06 5.95 -1.38
H 3.16 4.63 -1.55
Si 0.48 -4.75 1.60
Cl 3.76 -2.87 -1.73
C -1.28 -5.70 1.49
C 1.87 -5.13 3.03
C 1.34 -6.11 0.50
H -2.15 -5.08 1.82
H -1.51 -6.68 1.98
H -1.48 -5.87 0.41
H 0.87 -6.17 -0.49
H 1.47 -7.12 0.91
H 2.38 -5.78 0.31
H 2.18 -4.16 3.45
H 2.80 -5.38 2.49
H 1.82 -5.92 3.81
C -0.50 -1.34 2.99
O -0.65 -2.54 2.23
H 0.64 -1.15 2.99
H -0.89 -1.64 4.00
H -1.01 -0.43 2.52
H -0.95 -2.24 1.31

Properties
Charge   -1
LUMO level (spin up / spin down)   1.08 / 1.12 eV
Orbital gap (spin up / spin down)   0.2301 / 0.2019 Eh
Relative energy (zero: lowest compared OMol25 entry of this formula, charge and spin)   44.5 kcal/mol

ORCA calculation (ωB97M-V/def2-TZVPD) on a cluster of 8 separate species, C32H39F9NO21Si in total at a distorted geometry.

Geometry (Å):
C 2.78 -0.17 3.79
Si 2.34 1.36 2.69
C 2.60 2.88 3.81
C 3.48 1.35 1.14
C 4.96 0.93 1.52
C 5.34 -0.54 1.13
N 5.22 -1.53 2.27
F 6.70 -0.53 0.83
F 4.68 -1.04 0.06
C 0.51 1.10 2.22
C 0.09 0.52 0.94
C -1.32 0.31 0.66
C -2.26 0.70 1.70
C -1.89 1.27 2.98
C -0.47 1.48 3.25
H 3.79 -0.06 4.27
H 1.97 -0.34 4.54
H 2.71 -1.05 3.09
H 3.64 2.79 4.26
H 2.57 3.86 3.27
H 1.91 2.86 4.70
H 3.54 2.37 0.66
H 2.99 0.69 0.39
H 5.68 1.59 0.96
H 5.19 1.10 2.61
H 4.34 -2.07 2.19
H 5.98 -2.23 2.21
H 5.34 -1.03 3.15
H 0.91 0.27 0.23
H -1.62 -0.15 -0.30
H -3.35 0.53 1.50
H -2.65 1.52 3.75
H -0.11 1.93 4.20
C 8.80 1.30 -0.99
C 10.28 1.17 -1.15
O 10.64 2.36 -1.83
C 9.72 3.29 -1.45
O 9.85 4.46 -1.60
O 8.63 2.71 -0.86
F 10.60 0.11 -1.94
H 8.25 0.95 -1.86
H 8.42 0.79 -0.11
H 10.84 1.11 -0.21
C -3.23 1.33 -4.15
C -2.62 2.23 -3.11
O -3.17 1.74 -1.90
C -3.41 0.42 -2.12
O -3.62 -0.37 -1.25
O -3.37 0.10 -3.44
F -3.01 3.51 -3.28
H -4.21 1.68 -4.48
H -2.59 1.21 -5.02
H -1.52 2.18 -3.06
C 6.65 0.51 -5.36
C 5.67 1.62 -5.64
O 5.11 1.87 -4.36
C 6.07 1.55 -3.46
O 6.06 1.88 -2.31
O 7.06 0.81 -4.03
F 4.68 1.20 -6.47
H 6.18 -0.47 -5.39
H 7.49 0.52 -6.05
H 6.12 2.53 -6.03
C -6.40 2.03 0.03
C -7.53 3.00 0.20
O -7.94 3.26 -1.13
C -7.63 2.13 -1.83
O -8.06 1.88 -2.91
O -6.78 1.32 -1.14
F -7.11 4.15 0.76
H -5.44 2.54 -0.14
H -6.29 1.36 0.88
H -8.38 2.60 0.77
C -3.95 -3.77 -1.66
C -5.42 -4.04 -1.54
O -5.52 -5.42 -1.86
C -4.33 -5.97 -1.49
O -4.15 -7.14 -1.36
O -3.38 -5.02 -1.27
F -6.12 -3.33 -2.44
H -3.65 -3.54 -2.69
H -3.61 -2.97 -1.01
H -5.83 -3.87 -0.54
C -9.41 0.20 4.04
C -7.92 0.08 3.91
O -7.58 1.26 3.21
C -8.52 2.19 3.55
O -8.41 3.36 3.37
O -9.60 1.61 4.13
F -7.57 -0.99 3.16
H -9.94 -0.19 3.17
H -9.80 -0.31 4.93
H -7.39 0.05 4.87
C -0.68 -5.56 -0.23
C 0.79 -5.64 -0.48
O 1.27 -4.41 0.03
C 0.41 -4.06 1.03
O 0.64 -3.23 1.85
O -0.74 -4.78 0.97
F 1.06 -5.70 -1.81
H -1.22 -5.05 -1.03
H -1.13 -6.54 -0.09
H 1.30 -6.47 0.03

Properties
Charge   +1
LUMO level   -3.30 eV
Orbital gap   0.2919 Eh